Record 1
A 15-piece molecular cluster, C38H50BrCl56N6O4 overall at a distorted geometry, computed with ωB97M-V/def2-TZVPD.

```
! wB97M-V def2-TZVPD RIJCOSX def2/J DEFGRID3
* xyz 1 1
C 1.55899 5.71122 7.80706
C 1.27710 4.44165 6.97510
C 2.21026 4.32119 5.76428
C 1.59946 3.49117 4.59585
C 2.49570 2.29368 4.35081
N 3.90339 2.49000 4.00775
O 4.14541 3.11762 2.74232
C 4.22367 4.54467 2.84264
C 4.83485 5.04097 1.51035
N 3.91283 5.77777 0.67293
C 3.59767 7.09334 1.19817
C 2.63025 7.86319 0.32994
C 1.33889 7.10312 0.01531
O 2.31753 9.04334 1.08480
C 4.31025 1.13637 3.73807
N 5.59136 0.94371 3.68168
C 6.20680 -0.34682 3.35117
C 7.71532 -0.11817 3.11422
C 8.55711 -1.08826 3.95021
O 8.51991 -0.63550 5.30484
N 3.29941 0.26115 3.52467
C 3.23314 -0.96855 4.34389
C 2.60931 -2.07823 3.45753
N 1.60906 -2.83072 4.22450
C 2.23878 -4.11099 4.72312
C 1.66177 -4.46168 6.12048
C 0.48482 -3.16422 3.39532
C -0.86227 -3.16730 4.07835
O 0.59334 -3.45958 2.21846
C 2.08646 1.13950 3.44337
Br 0.37522 0.43752 4.07583
C 1.88501 1.39568 1.93416
C 1.04319 2.62050 1.57387
C 0.57634 2.62428 0.12225
N 1.58381 3.34268 -0.68860
H 2.48098 6.20734 7.52193
H 1.57542 5.46771 8.86353
H 0.73921 6.40545 7.64141
H 0.24223 4.43530 6.64070
H 1.39736 3.56488 7.60910
H 2.56850 5.28637 5.41473
H 3.10810 3.80295 6.10551
H 0.61202 3.18633 4.92223
H 1.47002 4.12021 3.72446
H 2.53769 1.80265 5.33090
H 4.85756 4.84481 3.67377
H 3.21312 4.94239 2.89555
H 5.20828 4.20290 0.92166
H 5.67699 5.69399 1.72820
H 3.08397 5.24371 0.43884
H 4.53077 7.65749 1.21274
H 3.20157 7.08270 2.22303
H 3.08117 8.22871 -0.59280
H 1.09598 6.44855 0.85140
H 1.47504 6.54375 -0.90627
H 0.49775 7.77221 -0.14903
H 1.42482 9.32815 0.86981
H 6.15426 1.75931 3.87697
H 6.14874 -0.98075 4.22962
H 5.72867 -0.80800 2.49708
H 8.00980 0.87975 3.43576
H 7.95603 -0.15973 2.05425
H 8.09497 -2.07442 3.92294
H 9.58426 -1.08010 3.60771
H 7.88424 -1.16568 5.79836
H 2.67428 -0.84880 5.26693
H 4.21850 -1.31937 4.62950
H 2.08648 -1.55637 2.66227
H 3.37099 -2.71141 3.01105
H 3.30005 -3.91278 4.80729
H 2.01154 -4.87859 3.98616
H 1.00281 -5.31878 6.03070
H 1.08732 -3.61008 6.46400
H 2.48881 -4.64592 6.79662
H -1.61759 -2.64693 3.50035
H -0.80799 -2.67402 5.04602
H -1.14168 -4.19861 4.26701
H 2.83250 1.42484 1.39842
H 1.35812 0.52566 1.54035
H 0.17051 2.64290 2.22260
H 1.63860 3.51578 1.74187
H -0.39552 3.10692 0.06986
H 0.46930 1.61520 -0.28681
H 2.49750 3.03681 -0.37187
H 1.51351 3.06068 -1.65834
C -0.57249 6.54919 -6.70968
Cl -0.04493 6.41836 -8.38750
Cl -1.71458 5.25258 -6.33824
Cl 0.82493 6.36250 -5.64664
Cl -1.33772 8.11623 -6.44183
C -2.63211 -7.09897 2.30319
Cl -2.18117 -8.38164 1.17999
Cl -4.29332 -6.58307 1.98066
Cl -2.51369 -7.68631 3.96768
Cl -1.51569 -5.74867 2.09649
C 1.53517 2.26945 -5.46974
Cl 1.83309 2.84062 -3.81943
Cl 2.47868 0.81565 -5.77919
Cl -0.18231 1.91375 -5.65620
Cl 1.99787 3.54067 -6.59877
C -3.52236 -9.39763 -2.59629
Cl -4.24092 -8.17669 -1.54460
Cl -4.17692 -9.22484 -4.22957
Cl -1.76726 -9.18044 -2.63767
Cl -3.90286 -11.00659 -1.97404
C -7.43462 -5.47062 -1.95959
Cl -6.56569 -5.80463 -3.46213
Cl -9.02597 -6.23310 -2.02774
Cl -6.58899 -6.12900 -0.54819
Cl -7.62473 -3.71970 -1.80011
C -8.22811 -8.87708 1.82612
Cl -7.28296 -9.23930 0.37489
Cl -9.83091 -9.60131 1.67779
Cl -7.40689 -9.54158 3.24207
Cl -8.39502 -7.12243 2.01599
C -4.76909 -3.20841 -6.30561
Cl -4.32111 -4.56507 -5.26215
Cl -4.74867 -3.74178 -7.98733
Cl -6.39820 -2.68235 -5.86507
Cl -3.67703 -1.83080 -6.12452
C -10.01329 -0.49471 -6.40011
Cl -9.20236 -0.82404 -7.93439
Cl -9.65057 1.15694 -5.88489
Cl -11.75674 -0.68414 -6.59759
Cl -9.43169 -1.63137 -5.17567
C -3.29872 3.66669 7.11055
Cl -2.29829 3.05618 5.77936
Cl -2.63775 5.20042 7.68745
Cl -4.94704 3.91328 6.53536
Cl -3.29795 2.49048 8.42666
C -9.40137 -2.06331 1.68290
Cl -9.42938 -1.52876 3.36680
Cl -8.94249 -3.76770 1.61237
Cl -11.00240 -1.85556 0.97021
Cl -8.22408 -1.10036 0.77883
C 2.86454 -0.54265 -9.95016
Cl 2.64999 0.89691 -8.94478
Cl 4.49714 -0.55684 -10.62047
Cl 2.61987 -1.98700 -8.95995
Cl 1.68630 -0.52421 -11.26565
C -5.48549 -7.59116 -10.00907
Cl -4.93491 -8.86324 -11.10207
Cl -7.24978 -7.51877 -10.02557
Cl -4.92416 -7.93584 -8.36795
Cl -4.82782 -6.03669 -10.53497
C 7.42709 -1.83737 -13.24850
Cl 8.46221 -2.80432 -14.30177
Cl 8.09773 -0.20925 -13.09364
Cl 5.80466 -1.74122 -13.94316
Cl 7.34441 -2.59270 -11.65056
C -5.60506 2.27992 -6.49696
Cl -5.28570 2.31987 -8.23196
Cl -5.94270 0.62349 -5.99338
Cl -4.18891 2.92242 -5.64956
Cl -7.01036 3.28723 -6.13355
*
```

Summary:
- Maximum force: 2.13 eV Å⁻¹
- E_LUMO: -0.110 Eh
- Total energy: -828632.292 eV
- Kohn-Sham gap: 8.0 eV


Record 2
A 13-piece molecular cluster, C59H126F9N10O18S3 overall at a distorted geometry, computed with ωB97M-V/def2-TZVPD.

```
! wB97M-V def2-TZVPD RIJCOSX def2/J DEFGRID3
* xyz 1 1
C -1.26801 -4.71106 -7.39301
C -1.90963 -5.76142 -6.53564
C -1.64429 -5.46732 -4.99150
N -2.65826 -6.07463 -3.97800
C -2.91066 -7.48060 -4.44488
C -2.09634 -6.00651 -2.53977
C -2.36917 -4.58899 -2.10523
C -3.61990 -4.07997 -2.85886
C -3.95202 -5.22247 -3.87411
H -1.36334 -4.96233 -8.44937
H -0.23045 -4.70256 -7.05911
H -1.81238 -3.77619 -7.25967
H -1.39389 -6.69082 -6.77718
H -2.98145 -5.86126 -6.70692
H -1.59831 -4.38283 -4.89215
H -0.71459 -5.96057 -4.70782
H -3.37220 -7.46758 -5.43226
H -3.64823 -7.85879 -3.73702
H -1.96067 -8.01189 -4.38699
H -2.60280 -6.78474 -1.96884
H -1.02588 -6.21062 -2.56346
H -2.43070 -4.57363 -1.01708
H -1.63163 -3.84600 -2.40871
H -4.48572 -3.94970 -2.20965
H -3.43744 -3.15149 -3.39990
H -4.70863 -5.83443 -3.38305
H -4.32005 -4.94234 -4.86111
C -3.28437 0.96336 2.98609
C -2.59430 2.33136 3.17000
C -3.14033 3.02725 4.51431
N -2.35399 4.31578 4.80403
C -0.85309 3.99433 5.08898
C -3.02711 4.89654 6.04080
C -2.63184 6.36971 5.97753
C -2.48571 6.77542 4.56993
C -2.63817 5.46749 3.78707
H -4.35237 1.13915 2.85729
H -3.10022 0.25522 3.79400
H -3.09522 0.49285 2.02123
H -2.91403 2.85257 2.26766
H -1.53239 2.19137 3.37210
H -3.01808 2.34211 5.35321
H -4.18085 3.34974 4.47678
H -0.29876 3.80160 4.17046
H -0.88948 3.15106 5.77867
H -0.39607 4.86683 5.55585
H -2.83267 4.46097 7.02089
H -4.08609 4.87826 5.78328
H -1.68791 6.55716 6.48935
H -3.27776 7.03127 6.55478
H -1.56833 7.34590 4.42475
H -3.35932 7.36677 4.29569
H -1.83646 5.38595 3.05310
H -3.58618 5.28833 3.27986
C -8.39484 0.84322 5.33474
C -7.99019 -0.62371 5.00639
C -6.90431 -0.74509 3.91773
N -6.37032 -2.13876 3.59903
C -5.56362 -2.66950 4.81301
C -5.47833 -1.98362 2.31664
C -5.56570 -3.38522 1.65457
C -6.76313 -4.11992 2.40984
C -7.48739 -3.07462 3.20547
H -9.01911 0.85211 6.22822
H -8.81817 1.30494 4.44272
H -7.54128 1.48725 5.54630
H -8.86896 -1.08172 4.55241
H -7.67474 -1.09091 5.93929
H -5.99962 -0.16365 4.09538
H -7.45834 -0.45236 3.02585
H -4.90105 -3.49177 4.54288
H -6.17510 -2.91457 5.68142
H -4.92452 -1.85633 5.15710
H -4.50043 -1.66592 2.67840
H -5.81374 -1.23854 1.59522
H -4.73048 -3.97318 2.03514
H -5.71494 -3.28648 0.57936
H -6.36576 -4.80451 3.15919
H -7.45847 -4.60162 1.72241
H -8.18020 -3.36085 3.99679
H -8.10469 -2.60129 2.44192
C -2.28973 0.58358 -9.03690
C -0.78849 0.07058 -9.21747
C 0.12980 0.65060 -8.08731
N 1.20023 -0.36732 -7.62917
C 2.16751 -0.53276 -8.84455
C 1.93524 0.15075 -6.40878
C 2.61085 -1.01697 -5.73013
C 1.47766 -2.05720 -5.82834
C 0.67089 -1.71382 -7.09452
H -2.36070 1.64104 -8.78228
H -2.64993 0.07002 -8.14550
H -2.90821 0.29067 -9.88531
H -0.35494 0.57603 -10.08041
H -0.69653 -0.97825 -9.49961
H -0.37312 0.80213 -7.13221
H 0.68054 1.53375 -8.41109
H 1.55539 -0.89403 -9.67093
H 2.85268 -1.31822 -8.52568
H 2.65864 0.39300 -9.14431
H 2.64641 0.93785 -6.65940
H 1.20897 0.57009 -5.71252
H 3.53292 -1.29916 -6.23831
H 2.90091 -0.80035 -4.70201
H 1.88404 -3.05624 -5.98610
H 0.81945 -1.95349 -4.96572
H 0.67397 -2.48080 -7.86901
H -0.36651 -1.59648 -6.78127
C -1.33604 -2.25523 1.44478
C -0.90916 -1.17687 0.41249
C 0.06602 -0.10213 1.00266
N 0.55119 0.85368 -0.09723
C -0.58497 1.71629 -0.60961
C 1.18526 0.16166 -1.31139
C 2.02432 1.16475 -2.09326
C 2.47004 2.17925 -0.99282
C 1.66406 1.83942 0.34846
H -2.05412 -2.95750 1.02136
H -1.85383 -1.62391 2.16688
H -0.58090 -2.87630 1.92658
H -1.86847 -0.74809 0.12270
H -0.44568 -1.68066 -0.43573
H 0.99096 -0.44871 1.46360
H -0.49416 0.48088 1.73369
H -0.96762 2.25876 0.25492
H -1.27799 0.94514 -0.94598
H -0.25852 2.31749 -1.45819
H 0.49345 -0.37686 -1.95907
H 1.87187 -0.56787 -0.88191
H 1.32015 1.64101 -2.77547
H 2.85580 0.91569 -2.75258
H 2.47507 3.24733 -1.21029
H 3.51629 1.92684 -0.82035
H 1.24034 2.65638 0.93255
H 2.28132 1.24219 1.01958
C 7.30482 7.93807 2.50607
C 6.42775 6.99684 1.59478
C 4.96053 7.44050 1.86344
N 3.93389 6.25208 1.77340
C 3.90468 5.55748 0.38651
C 4.24431 5.18153 2.90466
C 2.90144 4.96592 3.54427
C 2.20683 6.28300 3.51413
C 2.59181 6.97685 2.24007
H 8.32350 7.77530 2.15408
H 7.26748 7.60808 3.54425
H 7.08310 8.99846 2.38558
H 6.61266 5.96299 1.88642
H 6.67943 7.11981 0.54138
H 4.73744 8.23169 1.14766
H 4.83436 7.83981 2.86978
H 4.91630 5.20887 0.17869
H 3.52134 6.21860 -0.39070
H 3.22654 4.71061 0.49157
H 4.88369 4.34100 2.63484
H 4.78819 5.64140 3.72977
H 2.33549 4.21146 2.99784
H 3.06409 4.63143 4.56884
H 1.11734 6.31134 3.49659
H 2.43487 6.85009 4.41663
H 1.89580 6.64325 1.47041
H 2.75013 8.05502 2.26399
C 6.45201 -7.00537 0.67573
C 5.35194 -5.96892 0.32190
C 5.32806 -4.83218 1.40100
N 4.06058 -3.91226 1.41119
C 2.75214 -4.73915 1.61964
C 3.95079 -3.18454 0.07649
C 4.76343 -1.87645 0.17288
C 5.02973 -1.66209 1.64114
C 4.15688 -2.68428 2.37833
H 6.47339 -7.36418 1.70475
H 7.48791 -6.85001 0.37427
H 6.32149 -7.93778 0.12648
H 4.34705 -6.35539 0.15181
H 5.53334 -5.48978 -0.64019
H 6.15550 -4.12821 1.31232
H 5.40493 -5.23906 2.40929
H 2.90315 -5.18381 2.60329
H 2.61321 -5.42849 0.78680
H 1.92603 -4.03975 1.74802
H 2.87985 -2.99569 0.00219
H 4.34774 -3.77219 -0.75128
H 4.10230 -1.06581 -0.13349
H 5.62513 -1.82355 -0.49254
H 4.81780 -0.64195 1.96129
H 6.09499 -1.87950 1.71905
H 3.11705 -2.38818 2.51680
H 4.59036 -2.97149 3.33631
N 0.35854 0.33158 5.04041
O -0.79788 0.53935 5.36877
O 0.91187 0.90261 4.14168
O 0.89714 -0.49493 5.70409
N -1.76453 -0.20385 -3.78449
O -1.77038 -0.95392 -4.74098
O -2.15932 -0.61698 -2.69429
O -1.47846 0.97573 -3.83266
N 1.68245 -4.58341 -2.48542
O 1.41108 -4.62522 -3.65750
O 1.09316 -3.85491 -1.73726
O 2.55818 -5.24681 -2.01435
C 0.15688 -3.93756 4.56817
F 0.83341 -4.63230 5.54378
F 0.83219 -2.86898 4.17029
F 0.09803 -4.75961 3.51280
S -1.66789 -3.48703 5.19348
O -1.56479 -2.35753 6.12657
O -2.46264 -3.25025 4.02432
O -2.13377 -4.69482 5.83551
C 6.57456 3.43586 -2.07764
F 5.38453 3.99265 -2.17591
F 6.94159 2.79308 -3.23200
F 7.52581 4.31021 -1.70225
S 6.49127 2.05246 -0.70678
O 5.84813 2.71740 0.48247
O 5.69369 0.91764 -1.24268
O 7.85903 1.59604 -0.37558
C -1.42029 7.35885 -0.24428
F -0.80965 8.27323 0.56220
F -2.48829 6.80549 0.35150
F -1.74016 7.96591 -1.42345
S -0.12509 5.84270 -0.56255
O 0.02516 5.14565 0.70245
O -0.70462 4.95915 -1.55091
O 1.11795 6.48150 -0.89794
*
```

Summary:
- Maximum force: 4.90 eV Å⁻¹
- E_LUMO: -0.061 Eh
- Total energy: -171921.493 eV
- Kohn-Sham gap: 6.5 eV


The highest E_LUMO belongs to which entry? C59H126F9N10O18S3


What is the Kohn-Sham gap in the first record? 8.0 eV


What is the Kohn-Sham gap in the first record? 8.0 eV